CH4Cl2SSi | ωB97M-V/def2-TZVPD

Element x y z (Å)
1 C 0.420 -0.985 1.269
2 Si -0.826 0.277 -1.392
3 S 0.755 1.903 -1.674
4 Cl -0.180 0.042 2.612
5 Cl -0.279 -2.584 1.412
6 H 1.457 -0.919 1.421
7 H -0.726 -0.445 -2.625
8 H -1.649 1.110 -0.603
9 H 1.028 1.601 -0.421

Charge: 0
Multiplicity: 1
Gap between HOMO and LUMO (alpha / beta) (eV): 7.87 / 6.68
Energy (hartree): -1648.4200
Largest force on an atom (eV/Å): 4.28
Energy relative to the best compared isomer or geometry (same formula, charge and spin) (kcal per mole): 116.4
HOMO (alpha / beta) (eV): -9.05 / -8.06